C23H31IN2O8 | ωB97M-V with the def2-TZVPD basis set

E_HOMO (eV): -9.88
Energy (eV): -51814.381
Kohn-Sham gap (eV): 9.936
LUMO energy (eV): 0.05
SMILES: CC[C@H](I)[C@@]1(C[C@@H]2CO2)NC(=O)C[C@H]1c1ccncc1.C[C@@H]1COC(=O)O1.C[C@@H]1COC(=O)O1

Atoms and positions in Å:
1 C 0.36861 1.57151 -3.27228
2 C 1.79479 1.03246 -3.22881
3 C 2.28275 0.53357 -1.87035
4 I 4.28319 -0.27528 -2.23060
5 C 1.43399 -0.55146 -1.13853
6 C 0.94386 -1.54798 -2.21923
7 C 0.90149 -3.00148 -1.76399
8 C 2.12825 -3.79330 -1.98109
9 O 0.92981 -3.93981 -2.78377
10 N 2.10310 -1.18038 -0.01722
11 C 1.19948 -1.48770 0.99779
12 O 1.48170 -2.00179 2.03194
13 C -0.16338 -0.99309 0.52711
14 C 0.29760 0.18256 -0.37091
15 C 0.67736 1.27762 0.61348
16 C -0.36942 1.97712 1.21737
17 C -0.13267 2.96414 2.16073
18 N 1.09651 3.30794 2.55434
19 C 2.09600 2.65444 1.97167
20 C 1.96151 1.64596 1.01980
21 H -0.37432 0.80339 -3.08034
22 H 0.14871 1.96161 -4.26217
23 H 0.20495 2.37956 -2.56071
24 H 1.93597 0.30573 -4.02245
25 H 2.45013 1.86235 -3.49027
26 H 2.47257 1.40167 -1.25742
27 H 1.65696 -1.61816 -3.03318
28 H -0.05393 -1.30950 -2.57878
29 H 0.32760 -3.24401 -0.87988
30 H 2.28104 -4.68043 -1.38749
31 H 2.90355 -3.36587 -2.59663
32 H 2.83356 -1.84687 -0.21341
33 H -0.75144 -0.69658 1.39214
34 H -0.75694 -1.74960 0.02385
35 H -0.53301 0.52841 -0.97347
36 H -1.39273 1.73836 0.95493
37 H -0.97229 3.46910 2.61780
38 H 3.09720 2.92463 2.28385
39 H 2.82430 1.14493 0.62037
40 C -1.60151 -7.79717 -2.97096
41 C -2.26788 -6.56867 -3.54054
42 C -1.92824 -5.27830 -2.82940
43 O -3.11963 -4.50136 -3.02228
44 C -4.15525 -5.36170 -3.18504
45 O -5.30015 -5.05222 -3.17054
46 O -3.69622 -6.62448 -3.36516
47 H -1.77207 -8.66231 -3.61098
48 H -0.52611 -7.64191 -2.88187
49 H -2.01293 -8.03212 -1.98911
50 H -2.06664 -6.48652 -4.61173
51 H -1.06715 -4.77226 -3.25355
52 H -1.77229 -5.41875 -1.75597
53 C 0.33111 5.53526 4.80489
54 C -0.65314 6.65677 5.02916
55 C -0.95983 6.96208 6.47902
56 O -2.30849 7.44327 6.41613
57 C -2.89167 6.89670 5.32082
58 O -4.05374 6.93021 5.08531
59 O -1.95963 6.30430 4.53468
60 H 0.60855 5.46539 3.75717
61 H 1.23894 5.69347 5.38806
62 H -0.10689 4.57638 5.08234
63 H -0.33153 7.55954 4.50291
64 H -0.30869 7.72169 6.90436
65 H -0.93536 6.06896 7.10811

Cartesian forces (eV/Å) of the 3 atoms listed first:
C -0.186 -0.066 0.073
C -0.141 0.421 -0.075
C 0.445 -0.644 -0.303